No. 1
{"formula": "C3H6N2O", "method": "ωB97M-V/def2-TZVPD", "elements": ["N", "C", "C", "O", "C", "N", "H", "H", "H", "H", "H", "H"], "positions_angstrom": [[-1.504587, -0.879134, 0.167300], [-0.947746, -0.081596, -0.710249], [0.940724, 0.708823, 0.298032], [1.103610, 0.055715, 1.351664], [1.787131, 0.431433, -0.859937], [2.468869, 0.260205, -1.778932], [-0.586410, -1.260660, 1.158801], [-2.125461, -0.360723, 0.793775], [-0.410937, -0.541740, -1.533980], [-1.310215, 0.932205, -0.848041], [0.497034, 1.705597, 0.332256], [0.104925, -0.931851, 1.565436]], "forces_ev_per_a": [[0.036, 0.184, -0.014], [-0.191, -0.151, -0.156], [0.120, 0.091, 0.170], [-0.074, 0.055, -0.148], [0.548, -0.112, -0.765], [-0.622, 0.118, 0.775], [-0.092, -0.190, -0.014], [0.061, -0.054, -0.061], [0.008, 0.031, 0.071], [0.097, 0.040, 0.063], [0.007, -0.073, -0.052], [0.104, 0.064, 0.132]], "nbo_charge": [-0.5863, -0.1591, 0.1513, -0.5052, 0.1913, -0.2826, 0.1066, 0.3604, 0.1995, 0.1904, 0.1842, 0.1495], "lumo_ev": -0.540, "e_above_lowest_kj_mol": 542.2, "homo_lumo_gap_ev": 9.2}



No. 2
{"formula": "C37H33FNOPS6Ti", "method": "ωB97M-V/def2-TZVPD", "elements": ["Ti", "O", "N", "C", "C", "C", "C", "C", "S", "H", "H", "H", "H", "C", "C", "C", "C", "C", "C", "C", "P", "C", "C", "C", "C", "C", "C", "C", "C", "C", "C", "C", "C", "C", "C", "H", "H", "H", "H", "H", "H", "H", "H", "H", "H", "H", "H", "H", "H", "H", "H", "H", "H", "H", "H", "F", "C", "C", "C", "C", "C", "C", "C", "H", "H", "H", "H", "H", "H", "C", "S", "C", "C", "S", "S", "C", "S", "S", "H", "H", "H"], "positions_angstrom": [[-0.492999, -0.431414, 0.245973], [0.002970, -0.529990, 2.082604], [1.166011, -1.093771, 2.517380], [1.350659, -1.178958, 3.884397], [2.592310, -1.447449, 4.380308], [3.682825, -1.640925, 3.514592], [3.441430, -1.593022, 2.120840], [2.196696, -1.324005, 1.618169], [1.781003, -1.267087, -0.076145], [0.455648, -1.048086, 4.471743], [2.706608, -1.535707, 5.453815], [4.665960, -1.877188, 3.895925], [4.231087, -1.805273, 1.413029], [1.944520, 2.166061, 2.177527], [2.443882, 3.140356, 1.151209], [3.495519, 3.997593, 1.466332], [4.009963, 4.892538, 0.541303], [3.471710, 4.946534, -0.735584], [2.423685, 4.102560, -1.066885], [1.900571, 3.199811, -0.141560], [0.481504, 2.124028, -0.577416], [0.586562, 2.105493, -2.407799], [1.525197, 1.170807, -2.858869], [1.743646, 0.959624, -4.208865], [0.998965, 1.674340, -5.134923], [0.058891, 2.592598, -4.696511], [-0.165362, 2.833196, -3.340594], [-1.191890, 3.864073, -2.954259], [-0.940356, 3.070866, 0.002750], [-0.885148, 4.342016, 0.564130], [-1.992853, 4.879642, 1.200062], [-3.158651, 4.120071, 1.281838], [-3.225323, 2.859068, 0.719402], [-2.123764, 2.297174, 0.048472], [-2.127950, 0.962529, -0.535467], [2.301762, 2.432703, 3.172505], [2.308264, 1.161714, 1.949792], [0.855775, 2.107278, 2.208498], [3.920156, 3.949537, 2.462656], [4.832208, 5.541899, 0.817516], [3.863881, 5.638005, -1.471487], [2.008185, 4.139540, -2.066920], [2.075209, 0.585219, -2.127757], [2.473204, 0.226722, -4.528217], [1.141619, 1.512890, -6.196604], [-0.524020, 3.148351, -5.423286], [-1.555345, 4.376893, -3.845874], [-0.782262, 4.607489, -2.270569], [-2.044657, 3.409796, -2.446897], [0.041062, 4.904922, 0.524402], [-1.943997, 5.865096, 1.646614], [-4.026773, 4.520032, 1.794343], [-4.139783, 2.280097, 0.788423], [-1.787032, 0.960152, -1.581753], [-3.095139, 0.461685, -0.477488], [-6.327173, -3.081969, 3.065075], [-5.193706, -2.876888, 2.328119], [-4.436418, -1.753114, 2.565169], [-3.290464, -1.552145, 1.801647], [-2.892490, -2.450355, 0.808849], [-1.658867, -2.225469, -0.019945], [-3.691525, -3.585444, 0.628109], [-4.839776, -3.807483, 1.373526], [-4.733819, -1.051112, 3.333530], [-2.682148, -0.674865, 1.996295], [-1.908645, -2.368454, -1.081282], [-0.917640, -3.003265, 0.220887], [-3.385793, -4.324014, -0.102824], [-5.446483, -4.692777, 1.232114], [-1.496995, -5.588076, -2.091396], [-0.951504, -7.102923, -1.259042], [0.751987, -6.772074, -1.108518], [1.355754, -6.127354, -0.060023], [0.748495, -5.486772, 1.383150], [3.107520, -5.960807, -0.304165], [3.276616, -6.753143, -1.825013], [4.724512, -6.953256, -2.631476], [1.774940, -7.299110, -2.432478], [-2.577411, -5.657093, -2.231083], [-1.016494, -5.485385, -3.063901], [-1.268305, -4.724794, -1.470171]], "forces_ev_per_a": [[0.335, -0.320, -0.048], [-0.275, 0.120, -0.114], [0.064, -0.082, 0.148], [0.129, 0.078, 0.029], [-0.156, 0.027, 0.034], [0.124, -0.030, 0.001], [-0.098, 0.016, -0.003], [0.126, -0.013, -0.023], [-0.105, 0.100, -0.074], [-0.001, -0.003, 0.006], [0.003, 0.004, 0.001], [-0.003, -0.003, 0.006], [-0.009, 0.008, -0.027], [-0.005, -0.037, 0.022], [-0.020, 0.013, -0.040], [0.004, 0.006, 0.021], [-0.013, 0.000, -0.025], [0.047, 0.035, 0.027], [-0.026, -0.057, 0.029], [0.021, 0.077, -0.079], [0.065, -0.038, 0.143], [-0.042, -0.094, -0.035], [-0.037, -0.004, 0.008], [-0.008, 0.008, -0.041], [0.016, -0.013, 0.009], [-0.008, 0.027, 0.001], [0.064, 0.010, -0.012], [-0.024, 0.010, -0.002], [-0.055, 0.046, 0.029], [-0.001, -0.017, -0.006], [-0.012, 0.026, 0.016], [-0.006, -0.014, -0.001], [0.023, -0.021, -0.034], [-0.046, 0.073, 0.065], [-0.013, 0.006, -0.052], [0.006, -0.004, -0.002], [-0.006, -0.010, 0.000], [0.002, 0.013, 0.004], [0.003, 0.002, 0.001], [0.003, 0.003, -0.003], [0.003, 0.002, 0.005], [-0.002, -0.006, 0.001], [0.005, 0.009, 0.004], [0.000, -0.001, -0.006], [0.003, -0.002, -0.002], [0.001, -0.001, -0.001], [-0.005, 0.000, 0.000], [0.007, 0.001, -0.003], [0.002, 0.003, 0.005], [0.004, 0.003, -0.002], [-0.001, 0.000, 0.002], [0.000, 0.006, 0.001], [0.000, 0.001, 0.002], [-0.070, -0.001, -0.012], [0.015, -0.015, 0.033], [0.014, -0.004, -0.010], [-0.012, -0.005, 0.002], [0.017, 0.013, -0.007], [-0.010, -0.022, 0.010], [-0.056, 0.049, 0.042], [0.097, 0.074, -0.031], [0.017, 0.053, 0.014], [-0.037, -0.015, 0.019], [-0.006, 0.000, 0.003], [-0.028, -0.026, -0.001], [0.023, -0.006, -0.008], [-0.032, 0.004, 0.014], [-0.002, 0.000, -0.023], [-0.002, -0.001, 0.002], [-0.042, 0.029, 0.014], [0.009, 0.009, -0.045], [0.010, -0.073, -0.043], [0.160, 0.018, 0.094], [-0.131, -0.013, -0.074], [-0.066, -0.119, -0.153], [-0.001, 0.075, -0.020], [-0.007, -0.023, 0.032], [0.041, 0.042, 0.119], [-0.002, -0.006, 0.001], [0.007, -0.013, 0.011], [0.011, 0.010, 0.030]], "mulliken_spin": [1.0748, -0.0204, 0.2255, 0.2346, -0.1789, 0.4080, -0.0590, 0.2017, 0.0044, 0.0364, -0.0104, 0.0609, -0.0080, 0.0252, 0.0034, -0.0031, 0.0007, 0.0002, -0.0021, -0.0036, -0.0412, -0.0286, 0.0144, 0.0105, -0.0004, -0.0005, 0.0097, 0.0005, -0.0102, 0.0015, 0.0018, 0.0036, 0.0077, -0.0585, 0.0970, -0.0109, -0.0121, 0.0102, 0.0004, -0.0001, -0.0002, -0.0006, -0.0275, 0.0005, 0.0002, 0.0003, 0.0000, 0.0000, 0.0007, 0.0008, 0.0004, -0.0002, -0.0007, 0.0008, -0.0034, 0.0000, 0.0013, 0.0074, 0.0421, -0.0231, 0.0368, 0.0012, -0.0006, 0.0000, 0.0039, -0.0229, -0.0018, 0.0003, -0.0002, -0.0001, -0.0001, 0.0018, -0.0010, 0.0005, -0.0011, 0.0013, 0.0000, -0.0007, 0.0001, 0.0000, -0.0012], "s_squared": 2.026, "total_charge": -2, "lumo_ev": [3.872, 3.870], "e_above_lowest_kj_mol": 10.7, "homo_lumo_gap_ev": [3.8, 5.6], "spin_multiplicity": 3}



No. 3
{"formula": "C38H34IN8O2Sc", "method": "ωB97M-V/def2-TZVPD", "elements": ["Sc", "C", "C", "C", "C", "C", "N", "C", "O", "N", "C", "C", "C", "C", "N", "C", "C", "C", "H", "H", "H", "H", "H", "H", "H", "H", "H", "H", "H", "H", "H", "N", "C", "C", "C", "C", "C", "C", "C", "H", "H", "H", "H", "C", "C", "C", "C", "C", "N", "C", "O", "N", "C", "C", "C", "C", "N", "C", "C", "C", "H", "H", "H", "H", "H", "H", "H", "H", "H", "H", "H", "H", "H", "I", "C", "C", "C", "C", "N", "C", "H", "H", "H", "H"], "positions_angstrom": [[-0.577377, 1.301038, -2.092844], [3.880310, -1.294596, 3.435969], [4.388183, -1.539336, 2.039918], [3.747630, -2.425535, 1.181320], [4.232915, -2.681220, -0.097168], [5.371223, -2.027213, -0.543543], [5.901732, -2.247943, -1.849524], [5.208174, -2.493516, -2.997215], [5.646220, -3.077959, -3.955169], [3.872432, -2.015206, -3.022778], [3.398167, -0.805023, -2.569130], [4.191658, 0.187229, -1.976800], [3.611526, 1.354185, -1.519965], [2.252382, 1.539819, -1.672344], [1.490754, 0.608821, -2.267381], [2.040345, -0.531368, -2.703780], [6.032484, -1.144258, 0.305211], [5.547433, -0.912402, 1.581553], [2.951865, -1.836463, 3.618564], [3.705604, -0.231030, 3.612766], [4.608409, -1.629261, 4.176970], [2.881786, -2.972424, 1.543171], [3.749047, -3.417937, -0.725855], [6.877766, -2.491859, -1.926364], [3.374396, -2.435973, -3.793239], [5.259179, 0.045693, -1.894550], [4.214486, 2.123888, -1.058682], [1.762232, 2.447646, -1.335001], [1.379629, -1.251050, -3.173782], [6.935348, -0.647362, -0.034515], [6.086682, -0.235909, 2.235763], [-0.950604, 8.660421, -3.511508], [-0.900865, 7.535848, -3.280173], [-0.837976, 6.125135, -2.990962], [-1.731932, 5.566722, -2.079100], [-1.664128, 4.209767, -1.810904], [-0.712994, 3.391584, -2.433635], [0.175583, 3.980613, -3.341152], [0.115808, 5.335484, -3.628221], [-2.464616, 6.197367, -1.594481], [-2.385833, 3.799590, -1.109997], [0.936271, 3.392292, -3.847026], [0.798194, 5.787304, -4.335641], [-6.292957, -0.707756, 3.211675], [-4.886060, -1.182065, 3.456790], [-4.261554, -2.072047, 2.589666], [-2.984322, -2.559278, 2.838507], [-2.294268, -2.126112, 3.960701], [-0.976810, -2.589669, 4.257842], [0.037081, -2.854966, 3.391378], [0.994233, -3.546402, 3.647939], [-0.083642, -2.298813, 2.091362], [-0.410902, -1.008922, 1.742490], [-0.751078, 0.006186, 2.647059], [-1.069237, 1.266449, 2.180943], [-1.037645, 1.516491, 0.821626], [-0.702564, 0.551732, -0.046198], [-0.393886, -0.671131, 0.394172], [-2.898830, -1.232350, 4.838190], [-4.183000, -0.776781, 4.590870], [-6.643535, -0.999211, 2.221335], [-6.371001, 0.377299, 3.297930], [-6.976804, -1.140105, 3.945001], [-4.799262, -2.425187, 1.716183], [-2.543198, -3.291252, 2.174721], [-0.792052, -2.926893, 5.190800], [0.520659, -2.790134, 1.450360], [-0.742972, -0.190618, 3.709207], [-1.328443, 2.057010, 2.872248], [-1.263821, 2.497332, 0.416382], [-0.109598, -1.405832, -0.350365], [-2.364919, -0.905453, 5.724364], [-4.646901, -0.096031, 5.295609], [-4.547031, -3.259525, -2.118859], [-4.126808, -1.306816, -2.639905], [-5.074288, -0.480111, -3.236718], [-4.733249, 0.823244, -3.561897], [-3.461374, 1.276104, -3.278981], [-2.542998, 0.482312, -2.697772], [-2.874002, -0.784750, -2.392089], [-6.069922, -0.851713, -3.444664], [-5.445973, 1.486389, -4.032505], [-3.153967, 2.286102, -3.513633], [-2.112630, -1.392310, -1.920559]], "forces_ev_per_a": [[0.048, -0.205, 0.017], [-0.043, -0.013, -0.016], [0.047, 0.074, 0.060], [-0.054, -0.049, -0.093], [-0.013, -0.051, 0.127], [0.071, -0.104, -0.048], [0.058, 0.045, 0.119], [0.010, -0.036, -0.073], [-0.047, 0.075, 0.153], [-0.028, 0.074, -0.112], [-0.003, -0.078, -0.013], [0.086, 0.086, -0.036], [0.022, -0.006, 0.016], [0.088, -0.127, -0.016], [-0.233, 0.105, -0.174], [-0.007, 0.030, 0.062], [-0.015, -0.012, 0.049], [0.020, 0.017, -0.016], [0.044, -0.014, -0.009], [0.029, -0.012, -0.016], [-0.010, 0.009, -0.025], [0.063, -0.002, 0.012], [0.009, 0.017, 0.002], [0.048, -0.083, 0.037], [-0.031, -0.017, -0.039], [-0.085, 0.062, -0.063], [-0.006, -0.015, -0.011], [-0.007, 0.059, 0.019], [0.003, -0.012, -0.014], [-0.026, -0.020, 0.014], [-0.032, -0.029, -0.014], [0.005, -0.175, 0.039], [-0.008, 0.073, -0.009], [0.011, 0.143, -0.047], [-0.008, -0.008, 0.006], [-0.010, 0.130, -0.098], [0.004, -0.236, 0.239], [-0.033, 0.100, -0.027], [0.009, 0.006, -0.013], [-0.010, 0.005, 0.000], [-0.021, -0.020, 0.032], [0.020, -0.031, -0.013], [-0.001, -0.004, 0.007], [-0.006, -0.002, -0.010], [-0.026, 0.036, 0.023], [0.028, -0.052, -0.052], [-0.105, 0.008, 0.021], [0.053, -0.127, 0.032], [0.033, 0.130, -0.040], [-0.103, -0.082, 0.011], [-0.064, 0.074, -0.024], [0.084, 0.037, 0.025], [-0.032, -0.024, -0.022], [0.065, 0.020, 0.104], [-0.011, 0.016, 0.014], [-0.047, -0.089, 0.167], [0.028, 0.388, -0.132], [-0.019, 0.032, -0.016], [-0.030, -0.003, 0.028], [0.014, 0.016, 0.010], [0.019, 0.008, 0.033], [0.020, -0.031, 0.009], [0.026, 0.012, -0.019], [0.017, -0.001, 0.024], [-0.003, 0.006, 0.012], [-0.033, -0.053, 0.044], [0.052, -0.007, -0.020], [0.037, 0.043, -0.063], [0.012, -0.027, -0.028], [-0.013, -0.001, 0.027], [0.020, -0.044, -0.015], [-0.019, -0.009, -0.024], [0.002, -0.022, -0.023], [-0.039, -0.130, 0.039], [-0.001, 0.118, -0.046], [-0.081, -0.014, -0.021], [-0.032, 0.016, -0.023], [0.010, -0.081, -0.013], [0.108, 0.016, -0.105], [-0.003, 0.092, 0.021], [0.026, 0.005, -0.004], [0.001, -0.026, 0.016], [0.010, 0.043, -0.006], [0.040, -0.038, 0.028]], "lowdin_charge": [1.2072, -0.0332, -0.2621, -0.0294, -0.0186, -0.2755, 0.1402, -0.5112, 0.1237, 0.1460, -0.1976, 0.0498, 0.0101, -0.1357, -0.0766, -0.0416, -0.0257, -0.0238, 0.0551, 0.0838, 0.0953, 0.0967, 0.1208, 0.1689, 0.1587, 0.1213, 0.1329, 0.1095, 0.1315, 0.1261, 0.1245, 0.1969, -0.1584, -0.2029, -0.0090, -0.1302, -0.2795, -0.1182, -0.0061, 0.1312, 0.0942, 0.0983, 0.1327, -0.0403, -0.2668, -0.0307, -0.0219, -0.2738, 0.1505, -0.5096, 0.1010, 0.1489, -0.1970, 0.0513, 0.0090, -0.1086, -0.0664, -0.0508, -0.0264, -0.0241, 0.0756, 0.0845, 0.0940, 0.1033, 0.1188, 0.1689, 0.1414, 0.1212, 0.1323, 0.1009, 0.1248, 0.1251, 0.1245, 1.0033, -0.7140, -0.0709, -0.0034, -0.0915, -0.0642, -0.1965, 0.1212, 0.1324, 0.1155, 0.0880], "total_charge": 2, "lumo_ev": -6.396, "homo_lumo_gap_ev": 6.7}